one:
11
Properties=species:S:1:pos:R:3 method="wB97M-V/def2-TZVPD" homo_energy_ev="-13.76 / -13.75" charge=+1 smiles="[NH2+]=C1CC#CN1"
N -0.019 -0.969 -0.585
C 0.334 0.126 -0.039
C -0.646 1.122 0.721
C 0.271 2.284 0.711
C 1.505 1.957 0.485
N 1.650 0.775 -0.129
H -0.983 -1.142 -0.444
H 0.561 -1.472 -1.168
H -0.917 0.764 1.766
H -1.490 1.270 0.210
H 2.566 0.442 -0.449


two:
11
Properties=species:S:1:pos:R:3 method="wB97M-V/def2-TZVPD" homo_energy_ev=-15.92 charge=+1 smiles="[H]/N=C/C1=[N+]2C[C@@H]12"
H -3.592 0.524 0.212
N -2.593 0.148 0.383
C -1.712 0.206 -0.492
C -0.381 -0.024 -0.167
N 0.852 0.592 -0.709
C 1.638 0.636 0.458
C 0.787 -0.594 0.321
H -1.629 0.512 -1.502
H 1.394 1.434 1.303
H 2.665 0.751 0.242
H 1.169 -1.529 0.041


three:
11
Properties=species:S:1:pos:R:3 method="wB97M-V/def2-TZVPD" homo_energy_ev=-14.93 charge=+1
C -0.229 1.219 0.530
C -1.325 0.608 0.074
C 0.409 -0.040 0.316
C 0.965 1.261 -0.325
N -1.794 -0.393 -0.316
N 0.531 -1.373 0.416
H 0.969 1.356 -1.390
H 1.822 1.808 0.189
H -2.752 -0.736 -0.353
H -0.058 -2.081 0.758
H 1.464 -1.628 0.101


three ends up most stable, edging out the next structure by 0.0165 hartree.


one:
9
Properties=species:S:1:pos:R:3 method="wB97M-V/def2-TZVPD" homo_energy_ev=-8.52
C 1.180 -0.841 0.224
C -0.236 0.961 -0.231
S -1.781 0.485 0.487
Cl 0.095 -1.970 0.939
Cl 0.484 2.393 0.470
Cl -2.728 -0.545 -0.998
H 1.651 -0.381 1.025
H 1.556 -1.100 -0.663
H -0.222 0.999 -1.254


two:
9
Properties=species:S:1:pos:R:3 method="wB97M-V/def2-TZVPD" homo_energy_ev="-8.80 / -8.28"
C -0.981 -0.379 -0.870
C 0.512 0.031 1.267
S -0.438 0.961 -1.809
Cl 1.084 1.730 1.048
Cl 1.829 -1.121 0.957
Cl -0.119 -0.147 2.827
H -2.064 -0.388 -0.605
H -0.763 -1.380 -1.103
H 0.941 0.693 -1.712


one ends up most stable, edging out the next structure by 0.0216 hartree.


one:
9
Properties=species:S:1:pos:R:3 method="wB97M-V/def2-TZVPD" homo_energy_ev="-8.95 / -7.52"
C -0.048 -1.048 0.409
C 0.904 -1.336 -2.648
S 0.580 0.577 0.544
Cl 1.630 0.278 -2.313
Cl -0.380 -1.208 -3.769
Cl 2.098 -2.516 -3.000
H -0.845 -1.317 -0.250
H 0.475 -1.787 1.016
H 1.642 0.089 1.085


two:
9
Properties=species:S:1:pos:R:3 method="wB97M-V/def2-TZVPD" homo_energy_ev=-9.19
C 1.052 0.588 -0.570
C -0.190 -0.767 0.383
S -1.869 -0.392 -0.162
Cl -0.112 1.692 -1.244
Cl 0.269 -2.424 -0.085
Cl -2.188 0.995 1.315
H 1.521 0.042 -1.270
H 1.780 1.023 0.242
H -0.263 -0.757 1.391


two ends up most stable, edging out the next structure by 0.0566 hartree.


one:
27
Properties=species:S:1:pos:R:3 method="wB97M-V/def2-TZVPD" homo_energy_ev="-13.35 / -13.35" s2=0.77 charge=+1 spin_multiplicity=2
C 1.459 3.117 1.029
C 2.577 2.071 0.779
C 0.887 3.678 -0.295
H 1.760 3.893 1.736
H 0.621 2.699 1.598
H 2.667 1.906 -0.301
H 3.552 2.537 0.922
H -0.160 3.975 -0.147
H 0.878 3.029 -1.160
H 2.329 1.150 1.293
H 1.381 4.637 -0.467
C -1.125 -2.211 2.090
C -1.137 -1.872 -2.068
C 0.100 -2.213 -1.423
C -2.376 -1.685 -1.409
C -0.102 -2.573 -0.109
C -2.442 -1.750 -0.024
C -1.274 -2.186 0.610
O -1.131 -1.514 -3.342
H 0.941 -2.528 -2.019
H -0.242 -1.403 -3.664
H -3.243 -1.277 -1.908
H 0.672 -3.175 0.350
H -3.339 -1.535 0.527
H -0.636 -3.154 2.372
H -2.035 -2.317 2.674
H -0.584 -1.299 2.357


two:
27
Properties=species:S:1:pos:R:3 method="wB97M-V/def2-TZVPD" homo_energy_ev="-13.83 / -13.84" s2=0.77 charge=+1 spin_multiplicity=2
C 0.203 0.606 -2.363
C 0.306 -0.673 -3.260
C 0.139 1.952 -3.049
H -0.695 0.325 -1.790
H 1.012 0.436 -1.658
H -0.614 -0.930 -3.777
H 0.342 1.899 -4.115
H -0.861 2.368 -2.927
H 0.532 -1.507 -2.583
H 1.164 -0.598 -3.930
H 0.806 2.623 -2.509
C 2.160 0.382 1.975
C -1.104 -1.107 0.720
C -1.894 -0.796 1.878
C 0.213 -0.813 0.817
C 0.842 -0.302 2.002
C -1.283 -0.579 3.118
C 0.033 -0.144 3.159
O -3.183 -1.033 1.792
H -1.524 -1.651 -0.110
H 0.869 -1.156 0.026
H -1.755 -0.593 4.094
H -3.591 -0.955 2.650
H 2.604 0.474 2.964
H 1.984 1.429 1.678
H 0.484 0.384 3.988
H 2.811 -0.041 1.213


two ends up most stable, edging out the next structure by 0.0088 hartree.


one:
5
Properties=species:S:1:pos:R:3 method="wB97M-V/def2-TZVPD" homo_energy_ev=-10.87 smiles="O=CO"
O -0.158 1.186 0.895
C 0.119 0.407 0.096
O -0.788 -0.514 -0.099
H 1.056 0.262 -0.357
H -0.229 -1.341 -0.535


two:
5
Properties=species:S:1:pos:R:3 method="wB97M-V/def2-TZVPD" homo_energy_ev=-11.14 smiles="O=CO"
O 1.364 -0.640 -0.006
C 0.417 0.054 0.006
O -0.845 -0.654 -0.039
H 0.408 1.138 -0.132
H -1.344 0.102 0.172


three:
5
Properties=species:S:1:pos:R:3 method="wB97M-V/def2-TZVPD" homo_energy_ev="-9.69 / -9.64"
C 0.349 -0.125 -0.019
O 1.615 -0.467 0.012
O 2.568 0.281 0.000
H -0.406 -0.904 0.054
H 0.139 0.902 0.004


four:
5
Properties=species:S:1:pos:R:3 method="wB97M-V/def2-TZVPD" homo_energy_ev=-11.03 smiles="O=CO"
O 1.263 -0.358 0.001
C 0.238 0.310 -0.042
O -0.987 -0.201 0.000
H 0.273 1.393 0.058
H -0.788 -1.144 -0.017


four ends up most stable, edging out the next structure by 0.0217 hartree.


one:
23
Properties=species:S:1:pos:R:3 method="wB97M-V/def2-TZVPD" homo_energy_ev=-13.76 charge=+1
C 1.149 3.266 1.259
C 1.881 2.369 0.278
N 0.682 -0.571 -1.661
C 1.405 0.217 -0.897
N 1.073 1.536 -0.620
H 1.438 4.282 0.892
H 0.087 3.003 1.302
H 1.644 3.355 2.179
H 2.293 3.143 -0.341
H 2.774 1.755 0.662
H -0.190 -0.192 -1.859
H 0.887 -1.607 -1.831
H 2.452 -0.267 -0.565
H 0.136 1.878 -0.776
H -2.097 0.086 -2.174
H -2.427 1.655 -2.378
O -1.822 0.917 -2.506
H -0.484 -2.668 1.271
H 0.246 -3.697 0.361
O 0.311 -2.727 0.869
H -4.108 -5.927 2.264
H -3.836 -4.583 1.832
O -3.494 -5.222 2.438


two:
23
Properties=species:S:1:pos:R:3 method="wB97M-V/def2-TZVPD" homo_energy_ev=-11.86 charge=+1
C 1.526 1.011 -1.091
C 0.604 -0.144 -0.812
C -0.596 -0.276 -1.484
N -1.002 0.590 -2.503
N 0.835 -1.050 0.304
H 2.576 0.696 -0.940
H 1.136 1.805 -0.406
H 1.415 1.427 -2.048
H -1.393 -0.971 -1.287
H -0.485 1.432 -2.766
H -1.365 0.127 -3.395
H 1.692 -1.540 -0.044
H 0.052 -1.690 0.410
H 0.904 -0.389 1.224
H -1.708 2.557 1.701
H -0.932 3.685 2.137
O -0.832 2.683 2.038
H -1.248 -4.006 -0.202
H -1.076 -3.035 0.905
O -0.877 -3.185 0.002
H 0.970 -0.117 2.966
H -0.242 0.636 2.712
O 0.046 -0.247 2.579


two ends up most stable, edging out the next structure by 0.0150 hartree.